Entry from the Open Molecules 2025 dataset: a cluster of 12 separate species, C61H143N5O12 in total at a distorted geometry (the ωB97M-V functional and the def2-TZVPD basis).

For the HOMO-LUMO gap, the calculation gives 8.73 eV. As for the multiplicity: 1. The structure (SMILES) is CC1(C)CCCC(C)(C)N1O.CC1(C)CCCC(C)(C)N1O.CC1(C)CCCC(C)(C)N1O.CC1(C)CCCC(C)(C)N1O.COC[C@H](C)N.CC(C)O.CC(C)O.CC(C)O.CC(C)O.CC(C)O.CC(C)O.CC(C)O.

Element x y z (Å)
C1 4.970 -2.005 -0.788
C2 4.037 -1.760 -1.953
C3 2.631 -1.303 -1.567
C4 4.613 -0.566 -2.788
C5 3.907 -0.372 -4.128
C6 4.009 -1.722 -4.930
C7 3.437 -2.918 -4.269
C8 1.912 -2.877 -4.185
C9 3.923 -4.195 -4.988
N1 4.057 -2.938 -2.900
O1 3.520 -4.089 -2.209
H1 5.910 -2.456 -1.028
H2 5.174 -1.101 -0.184
H3 4.368 -2.587 -0.080
H4 1.997 -2.182 -1.555
H5 2.678 -0.842 -0.622
H6 2.237 -0.667 -2.329
H7 4.479 0.294 -2.161
H8 5.684 -0.687 -2.854
H9 2.883 0.067 -4.051
H10 4.466 0.461 -4.603
H11 5.110 -1.902 -4.919
H12 3.701 -1.503 -5.937
H13 1.566 -2.005 -3.678
H14 1.432 -3.775 -3.793
H15 1.500 -2.757 -5.190
H16 5.002 -4.276 -5.020
H17 3.590 -4.136 -6.049
H18 3.505 -5.078 -4.535
H19 4.345 -4.562 -2.022
C10 -3.596 -2.162 -0.031
C11 -3.523 -3.060 -1.272
C12 -3.111 -4.471 -0.935
C13 -4.954 -3.071 -1.950
C14 -4.957 -3.769 -3.288
C15 -3.998 -3.023 -4.145
C16 -2.560 -2.950 -3.656
C17 -1.786 -4.247 -3.814
C18 -1.750 -1.895 -4.435
N2 -2.635 -2.417 -2.259
O2 -1.293 -2.352 -1.724
H20 -3.900 -1.167 -0.339
H21 -4.342 -2.544 0.679
H22 -2.717 -2.165 0.558
H23 -3.030 -5.152 -1.848
H24 -2.104 -4.478 -0.492
H25 -3.870 -4.897 -0.298
H26 -5.633 -3.562 -1.197
H27 -5.229 -2.042 -2.030
H28 -4.853 -4.866 -3.356
H29 -5.974 -3.651 -3.728
H30 -4.395 -2.051 -4.345
H31 -3.924 -3.505 -5.076
H32 -2.268 -5.187 -3.521
H33 -0.816 -4.184 -3.381
H34 -1.640 -4.407 -4.935
H35 -0.694 -1.799 -3.995
H36 -2.254 -0.969 -4.387
H37 -1.516 -2.318 -5.416
H38 -1.077 -3.134 -1.193
C19 1.951 -6.972 -1.267
C20 0.547 -7.023 -0.693
C21 -0.446 -7.255 -1.802
C22 0.265 -8.035 0.437
C23 0.924 -7.702 1.767
C24 0.483 -6.305 2.236
C25 0.728 -5.260 1.196
C26 -0.054 -4.007 1.577
C27 2.214 -4.921 1.071
N3 0.120 -5.723 -0.169
O3 0.325 -4.667 -1.079
H39 2.700 -6.893 -0.476
H40 2.155 -7.906 -1.849
H41 2.045 -6.151 -1.928
H42 -0.099 -8.119 -2.386
H43 -1.458 -7.547 -1.495
H44 -0.617 -6.446 -2.553
H45 -0.864 -7.983 0.496
H46 0.611 -8.982 0.050
H47 0.662 -8.408 2.585
H48 2.022 -7.694 1.711
H49 0.998 -6.117 3.180
H50 -0.607 -6.253 2.386
H51 -1.109 -4.172 1.806
H52 -0.006 -3.271 0.756
H53 0.387 -3.515 2.467
H54 2.575 -4.445 0.146
H55 2.792 -5.832 1.337
H56 2.417 -4.226 1.904
H57 1.303 -4.485 -1.132
C28 3.985 2.636 -0.366
C29 3.175 3.952 -0.602
C30 1.814 3.692 0.100
C31 3.962 5.119 -0.086
C32 5.104 5.454 -1.049
C33 4.593 5.774 -2.463
C34 3.757 4.586 -3.001
C35 2.964 5.268 -4.160
C36 4.595 3.453 -3.544
N4 2.810 4.194 -1.998
O4 2.041 3.087 -2.611
H58 4.041 2.448 0.708
H59 3.644 1.730 -0.915
H60 5.039 2.731 -0.652
H61 1.911 3.801 1.206
H62 1.066 4.473 -0.234
H63 1.400 2.696 -0.056
H64 3.324 5.979 -0.148
H65 4.276 4.902 0.917
H66 5.685 6.346 -0.723
H67 5.863 4.703 -1.051
H68 5.361 6.051 -3.140
H69 3.913 6.638 -2.432
H70 3.579 5.993 -4.728
H71 2.181 5.904 -3.746
H72 2.505 4.606 -4.888
H73 5.055 3.707 -4.523
H74 3.997 2.572 -3.755
H75 5.371 3.101 -2.827
H76 1.159 3.530 -2.713
C37 -1.043 5.370 -2.524
O5 -0.551 4.058 -2.619
C38 -1.580 3.097 -2.343
C39 -0.941 1.673 -2.189
C40 -0.177 1.237 -3.417
N5 -1.952 0.743 -1.662
H77 -0.281 6.043 -2.817
H78 -1.518 5.583 -1.533
H79 -1.882 5.405 -3.171
H80 -2.259 3.326 -1.464
H81 -2.303 3.062 -3.209
H82 -0.169 1.837 -1.416
H83 -0.785 0.721 -4.133
H84 0.474 0.433 -3.083
H85 0.387 1.997 -3.952
H86 -1.558 -0.080 -1.259
H87 -2.440 0.311 -2.437
C41 -4.401 5.405 2.270
C42 -2.958 5.112 2.543
C43 -2.814 4.689 4.001
O6 -2.347 4.066 1.818
H88 -4.512 6.235 2.947
H89 -5.135 4.597 2.571
H90 -4.655 5.777 1.295
H91 -2.344 5.998 2.419
H92 -3.290 5.402 4.685
H93 -1.811 4.545 4.428
H94 -3.357 3.734 4.145
H95 -3.101 3.545 1.391
C44 -1.020 0.745 6.093
C45 -0.334 1.156 7.438
C46 0.897 1.967 7.206
O7 -1.152 1.952 8.308
H96 -0.238 0.209 5.474
H97 -1.148 1.642 5.461
H98 -1.960 0.197 6.243
H99 -0.128 0.239 7.984
H100 1.335 2.422 8.087
H101 0.545 2.812 6.600
H102 1.734 1.413 6.693
H103 -2.014 1.518 8.427
C47 -5.877 -0.606 3.067
C48 -5.522 0.297 4.184
C49 -6.208 1.621 4.096
O8 -5.673 -0.322 5.427
H104 -6.942 -0.880 3.203
H105 -5.302 -1.505 3.070
H106 -5.702 -0.007 2.125
H107 -4.428 0.565 4.121
H108 -6.024 2.247 4.947
H109 -7.288 1.499 4.055
H110 -5.853 2.073 3.189
H111 -6.648 -0.485 5.548
C50 0.105 -0.505 0.744
C51 -0.309 0.771 1.485
C52 -1.398 0.585 2.497
O9 0.853 1.229 2.102
H112 -0.713 -0.996 0.330
H113 0.651 -1.167 1.368
H114 0.834 -0.262 -0.063
H115 -0.698 1.442 0.717
H116 -2.279 0.110 1.978
H117 -1.600 1.522 2.978
H118 -1.062 -0.165 3.262
H119 0.634 2.070 2.498
C53 -5.229 1.823 -1.956
C54 -5.023 2.892 -0.886
C55 -6.324 3.288 -0.274
O10 -4.190 2.438 0.133
H120 -4.291 1.400 -2.354
H121 -5.747 2.313 -2.760
H122 -5.859 1.014 -1.575
H123 -4.642 3.841 -1.318
H124 -6.592 2.501 0.468
H125 -7.176 3.350 -0.955
H126 -6.246 4.221 0.321
H127 -3.499 1.815 -0.110
C56 3.249 -1.087 2.369
C57 3.303 -0.308 3.740
C58 4.045 0.948 3.583
O11 2.010 -0.103 4.326
H128 2.716 -0.429 1.713
H129 2.713 -1.993 2.496
H130 4.221 -1.282 1.887
H131 3.760 -1.028 4.417
H132 3.477 1.543 2.864
H133 4.967 0.730 3.123
H134 4.038 1.595 4.456
H135 1.437 0.280 3.610
C59 2.408 4.065 4.331
C60 1.043 4.681 3.940
C61 1.134 6.014 3.263
O12 0.293 3.708 3.199
H136 2.269 3.048 4.737
H137 2.993 4.756 4.942
H138 3.078 3.890 3.498
H139 0.506 4.817 4.895
H140 0.205 6.369 2.871
H141 1.700 5.888 2.333
H142 1.652 6.707 3.901
H143 -0.549 4.092 2.867

These are the Löwdin partial charges, in e, on atoms 1 to 2: atom 1 (C): -0.029, atom 2 (C): -0.467